Entry from the Open Molecules 2025 dataset: a cluster of 10 separate species, C32H72F12N10O24S12 in total at a distorted geometry (ωB97M-V/def2-TZVPD).

Structure (XYZ):
```
162
Properties=species:S:1:pos:R:3:forces:R:3:lowdin_charge:R:1
S 1.874881 -3.382223 3.371909 1.374 1.877 3.168 0.422
S 8.575595 3.103130 0.646371 -0.943 1.259 -1.221 0.490
S 0.937177 -1.954193 -6.367228 -1.075 -0.672 -4.354 0.454
S -6.319454 0.247390 -1.911303 1.760 0.487 1.940 0.477
S -0.332328 5.430256 0.501289 2.275 -1.049 6.354 0.520
S -1.287937 0.712492 5.341777 3.086 2.294 -2.501 0.493
S -0.591416 4.639049 -1.790867 0.756 -1.108 -5.993 0.437
S 7.250080 2.875380 2.787522 -0.895 0.389 2.574 0.457
S -1.832419 -0.140300 7.565549 -0.975 -1.767 4.250 0.441
S -8.438303 1.456391 -1.807219 -3.198 2.017 -0.453 0.441
S 1.338468 -3.966785 1.045174 -1.276 -2.884 -0.651 0.495
S 1.453176 -1.870193 -4.006714 -0.818 -1.536 2.321 0.489
F 0.649755 -5.246208 0.362772 -0.062 -0.117 0.219 -0.210
F -0.125197 4.482447 1.820008 -0.218 -0.432 -0.447 -0.233
F 0.143891 1.151421 4.757834 0.010 -0.642 -0.035 -0.208
F 7.429609 3.401637 -0.477332 0.083 0.210 -0.210 -0.249
F -9.442100 2.028328 -0.685558 0.205 -0.559 -0.061 -0.216
F -5.124258 0.215868 -0.853199 0.247 -0.423 -0.279 -0.213
F -1.119800 -0.907177 8.799295 0.297 -0.212 -0.775 -0.218
F 0.256105 -2.980979 -7.437652 0.202 -0.239 0.385 -0.234
F 6.625318 3.898164 3.855887 0.182 0.233 -0.348 -0.212
F 1.168980 -2.807749 -2.744968 -0.207 -0.089 -0.112 -0.189
F 0.068069 3.447738 -2.689651 -0.360 -0.321 0.685 -0.225
F 2.061467 -3.960050 4.852727 -0.236 -0.911 -0.615 -0.185
O 8.207691 2.164601 3.564553 0.024 -0.366 -0.112 -0.277
O 6.075075 2.214625 2.317042 0.047 -0.038 -0.554 -0.290
O 2.618539 -3.940821 0.471625 1.096 0.195 -0.337 -0.237
O 2.280794 -1.840921 -6.833831 -0.059 0.077 0.369 -0.265
O 2.862867 -1.761340 -3.997972 0.413 -0.112 -0.508 -0.238
O 3.201133 -3.051280 2.971981 0.069 0.069 -0.071 -0.266
O 0.657413 6.397642 0.894591 0.379 0.685 -1.790 -0.300
O -2.147491 1.083803 8.211719 -0.060 0.549 -0.462 -0.272
O -5.865333 1.094157 -2.959559 0.103 0.066 -0.323 -0.279
O -1.808492 2.000099 5.650381 -0.688 -0.352 0.970 -0.260
O -2.924434 -1.029103 7.261557 -0.049 0.045 -0.569 -0.317
O 9.721322 3.749811 0.114605 0.349 0.297 0.092 -0.288
O 0.063525 -0.835737 -6.532860 0.100 0.069 0.677 -0.276
O -6.533178 -1.123053 -2.246979 -0.324 -0.356 0.386 -0.301
O -9.143413 0.401293 -2.482596 0.081 -0.243 0.477 -0.311
O -1.981464 4.416688 -1.828061 -0.781 -0.525 0.814 -0.235
O 0.412775 -2.943774 0.677062 -0.221 0.520 0.737 -0.297
O -1.680504 5.804429 0.684665 -0.839 0.060 -1.701 -0.220
O -1.887913 0.088121 4.200836 -0.220 -1.488 0.481 -0.298
O -0.126600 5.724674 -2.613285 0.350 0.900 1.275 -0.301
O 0.980982 -2.300556 3.655417 -0.544 -0.002 -0.576 -0.290
O -8.229509 2.621956 -2.610258 0.492 0.005 0.325 -0.298
O 0.677554 -0.703912 -3.746070 -0.130 0.196 -0.062 -0.272
O 8.516088 1.684021 0.687103 0.289 -0.177 0.630 -0.276
N 7.913649 3.967394 1.841911 0.632 -1.555 -1.019 -0.301
N -2.345220 -4.264691 -4.486900 1.018 0.412 2.849 -0.228
N 1.259717 -4.596778 2.588952 -0.332 1.148 -1.963 -0.277
N -7.306341 0.992624 -0.823536 0.696 -1.233 -2.081 -0.281
N 0.214787 4.283494 -0.502447 -1.262 2.172 0.655 -0.276
N 4.239358 6.208486 -0.511099 -0.264 -1.195 -0.474 -0.258
N -2.639335 -3.772697 4.127797 0.488 -2.411 -0.108 -0.245
N 0.722249 -2.890689 -5.108407 1.612 2.227 1.229 -0.282
N -0.655260 -0.204142 6.539269 -1.441 1.149 -1.537 -0.265
N 1.144355 0.658010 0.130314 0.091 1.654 -0.052 -0.207
C 2.117142 -0.289993 -0.586864 -0.574 0.882 -0.548 -0.051
C 3.352000 1.493789 0.608989 -0.301 0.251 -0.757 -0.150
C -3.182073 -3.929674 1.659093 -0.485 -0.284 -0.624 -0.215
C -1.636596 -6.103750 -3.047477 0.876 1.020 -1.043 -0.129
C -2.656392 -3.727938 0.218523 -0.872 1.090 0.781 -0.065
C -3.522687 -4.746470 -3.654248 -0.769 -0.988 -2.544 -0.101
C -3.656512 -0.755819 -5.223227 -0.181 0.823 1.326 -0.065
C -3.773615 -2.100091 -4.503623 -0.315 -1.256 -1.638 -0.224
C 5.719875 6.367736 -0.498309 -0.032 0.601 0.438 0.047
C -2.161562 -3.540600 2.706594 -0.226 -0.315 0.469 -0.116
C 3.853783 6.246364 1.997792 1.516 1.002 -0.781 -0.230
C -3.722260 -2.811252 4.531826 1.231 -0.942 0.377 0.059
C -3.165811 -6.136850 -3.134777 0.065 1.238 2.409 -0.134
C -2.385579 -2.738627 -4.585328 -0.525 -0.056 -0.904 -0.115
C 3.471282 7.484270 -0.728478 0.736 0.796 -0.057 -0.081
C -2.833745 -5.678097 5.689346 0.379 -0.254 0.903 -0.144
C -1.984485 -0.084607 -1.929268 0.299 1.207 -0.788 -0.093
C 3.761675 5.483113 0.681650 -1.355 -0.849 1.943 -0.141
C 3.501074 0.293133 -0.360515 1.007 -0.015 2.219 -0.109
C 3.565973 7.756677 -2.239171 0.395 -1.103 -0.238 -0.111
C 3.368046 5.555968 3.247498 -0.150 0.073 0.818 -0.070
C -1.952229 -4.587899 6.298922 -0.276 0.950 0.468 -0.144
C -3.101842 -5.236290 4.256841 -0.383 0.672 -0.004 -0.094
C -1.234129 -4.686794 -3.505334 -0.638 0.178 -0.303 -0.108
C -1.070079 -0.183897 -0.706363 -0.681 -0.363 -0.669 -0.211
C -0.127099 1.016331 -0.603014 -0.931 -0.992 0.509 -0.121
C -2.032133 -4.924538 -5.756883 -0.502 0.342 -1.196 0.019
C 4.004191 6.423667 -2.895318 0.427 -1.306 0.732 -0.134
C 1.968188 1.955829 0.242450 -0.453 0.010 0.754 -0.123
C 3.905680 5.416667 -1.745374 -0.886 -0.197 -0.059 -0.099
C -1.455631 -3.832671 5.107461 -0.401 2.245 -1.139 -0.090
C 0.701627 0.253737 1.512194 -0.168 -0.308 -0.525 0.033
H -4.164842 -5.204397 4.030043 0.051 -0.502 -0.290 0.128
H -3.508061 -6.058471 -2.095815 -0.190 -0.497 -0.041 0.103
H -2.624286 0.794554 -1.805869 -0.688 -0.553 0.276 0.088
H 2.705190 5.243065 0.561377 -0.100 0.268 -0.535 0.103
H -0.561536 -1.150236 -0.703819 0.275 0.150 0.008 0.088
H 4.016725 8.249674 -0.176923 -0.151 0.071 0.058 0.131
H -1.978891 -6.008189 -5.703877 -0.065 0.012 0.418 0.106
H 1.864999 -0.173310 -1.639783 -0.163 -0.274 0.008 0.107
H 4.216669 4.503395 0.844738 0.689 0.179 -0.605 0.136
H 4.914856 6.494929 2.147370 0.065 -0.385 0.245 0.105
H -1.521952 0.213693 -2.878027 0.767 -0.460 0.253 0.061
H -1.628289 -4.051174 0.093730 -0.086 -0.317 -0.115 0.048
H -4.526064 -2.643826 -5.099346 0.512 -0.372 -0.300 0.113
H -0.637935 -4.298512 4.560956 -0.101 -0.322 0.109 0.108
H 3.466583 7.262883 1.876166 -0.763 -0.276 0.114 0.108
H -2.004989 -2.488682 -5.572871 0.318 -0.094 0.098 0.106
H 1.570255 0.067554 2.132832 -0.127 -0.126 0.137 0.113
H -4.367129 -4.730929 -4.342964 -0.247 -0.050 0.296 0.135
H -2.513850 -1.009934 -2.149525 -0.434 0.158 0.386 0.057
H 3.456606 1.259144 1.667895 -0.232 -0.391 -0.068 0.115
H 2.868511 5.092630 -1.615664 -0.067 0.219 -0.042 0.127
H -2.998628 -0.108116 -4.638614 -0.305 0.312 -0.026 0.074
H 6.032254 6.929653 -1.373393 -0.015 0.087 0.066 0.106
H -2.757367 -4.657907 -6.527698 -0.208 0.022 0.205 0.118
H 2.318323 5.266102 3.305393 -0.075 0.174 -0.510 0.077
H -3.716392 -4.045417 -2.853543 0.346 0.130 -0.012 0.117
H 4.479057 4.492997 -1.802291 0.430 0.258 0.012 0.145
H -1.190127 -2.776053 5.191116 0.340 -0.138 0.712 0.124
H -1.304521 -4.199772 2.574552 0.299 0.365 0.124 0.105
H -3.655340 -7.025281 -3.515832 0.230 0.146 -0.689 0.113
H -4.137994 -3.420608 1.809191 0.168 0.369 -0.272 0.110
H 0.047331 -0.604490 1.404678 0.516 -0.412 0.178 0.073
H -3.755581 -5.765010 6.262083 -0.045 -0.057 -0.077 0.110
H 6.182087 5.392774 -0.509245 0.041 -0.337 0.036 0.091
H 5.033580 6.446602 -3.252407 -0.045 0.179 -0.131 0.104
H 0.042347 1.027101 1.901424 0.441 0.308 0.155 0.109
H -1.217988 -6.815922 -3.755923 0.379 -0.280 0.511 0.107
H -2.287036 -6.609620 5.835353 -0.297 -0.282 -0.767 0.115
H -2.701509 -2.656687 0.003208 0.194 -0.051 -0.234 0.076
H 2.463424 7.446388 -0.320187 -0.008 -0.612 -0.075 0.121
H 1.970949 -1.318679 -0.285490 -0.080 0.003 0.220 0.105
H -2.590303 -3.988575 6.951157 0.299 0.445 -0.132 0.111
H -1.176655 -6.082703 -2.060785 -0.269 -1.172 0.134 0.116
H -4.480861 -2.843763 3.759199 -0.045 0.376 0.023 0.100
H -0.259718 -4.549209 -3.960733 -0.036 -0.232 -0.099 0.098
H -4.103669 -3.219046 5.464510 -0.233 0.446 0.100 0.106
H 4.117805 -0.353082 0.265603 0.264 -0.615 -0.911 0.125
H -1.098933 -4.863792 6.915451 -0.098 -0.529 -0.103 0.128
H -2.518688 -5.803216 3.537976 -0.183 -0.061 -0.107 0.131
H -1.779434 -0.181403 0.125244 0.337 -0.149 0.306 0.113
H -1.874361 -2.489245 2.684352 0.163 -0.036 -0.305 0.145
H 6.003124 6.876345 0.418800 0.093 0.116 -0.101 0.107
H 3.948067 4.680132 3.542403 0.187 -0.008 -0.372 0.074
H 1.491024 2.595173 0.984070 -0.148 -0.053 -0.072 0.113
H 4.011852 0.627173 -1.256921 -0.056 -0.347 -0.169 0.121
H -0.024783 1.467119 -1.585943 0.912 -0.090 0.051 0.114
H 4.139290 2.231007 0.459627 -0.124 0.118 -0.282 0.091
H 2.614978 8.011093 -2.694929 0.088 0.755 0.248 0.121
H 3.397631 5.987853 -3.686565 -0.225 0.637 -0.176 0.122
H -3.194136 -0.771059 -6.209958 -0.080 -0.671 -0.039 0.082
H -4.255893 -2.238196 -3.536956 0.336 1.343 0.374 0.091
H -3.485674 -4.981404 1.672721 0.439 -0.110 0.624 0.102
H -4.647639 -0.315737 -5.315131 0.121 0.285 0.165 0.081
H 4.401265 8.440902 -2.361176 -0.557 0.585 -0.517 0.107
H -1.703596 -2.314712 -3.853099 0.009 -0.094 0.053 0.109
H 3.525836 6.284246 4.047369 -0.108 -0.135 0.128 0.081
H 1.899834 2.452990 -0.723302 0.158 -0.130 -0.091 0.114
H -3.196554 -1.870844 4.685340 -0.576 0.325 -0.077 0.082
H -3.394586 -4.214601 -0.420121 0.364 -0.125 -0.336 0.063
H -1.305528 -3.973994 -2.683872 -0.003 -0.108 0.084 0.123
H -0.619188 1.735303 0.050966 0.173 0.318 -0.207 0.129
H -1.080767 -4.518362 -6.097842 0.075 -0.101 0.133 0.086
```
Forces are in eV/Å.

Calculated values
Net charge ... -2
Relative energy (zero: lowest compared OMol25 entry of this formula, charge and spin) ... 0.0 kcal/mol
M ... 1593.75 g mol⁻¹